17
Properties=species:S:1:pos:R:3:forces:R:3 method="wB97M-V/def2-TZVPD" largest_force_ev_per_a=6.959 energy_ev=-8310.299 e_homo_ha=-0.5162 charge=+1 gap_ev=10.830 e_above_lowest_kcal_mol=34.44
C -1.02657 -1.41860 1.69015 1.439 -1.842 -2.064
C -0.89600 -0.00957 1.41160 -0.488 4.175 -0.277
O -0.66017 0.47738 0.26235 0.139 -0.869 1.874
N -1.06525 0.82828 2.50401 -0.855 -6.523 -2.269
H -0.62465 -1.61923 2.67298 0.189 -0.441 0.054
H -0.38727 -1.84133 0.81316 -1.125 -0.067 1.879
H -0.83268 1.69905 2.47255 1.569 6.604 -0.723
H -1.32092 0.50965 3.38982 -0.336 -0.948 1.240
H -2.03386 -1.81783 1.61685 -0.133 0.167 -0.115
C 1.43924 -0.21494 -2.09738 -1.994 -2.909 -0.478
N 0.77755 1.18017 -2.11989 0.177 -2.101 2.667
H 0.05203 1.09472 -2.85482 0.195 0.655 0.885
H 0.39466 1.33885 -1.03944 0.251 -0.404 -2.939
H 1.50824 1.83996 -2.38932 -0.401 0.247 0.116
H 2.02589 -0.52275 -1.23893 0.247 1.197 0.298
H 1.99612 -0.41153 -3.01026 0.126 0.553 -0.007
H 0.65366 -1.11228 -2.08343 1.001 2.506 -0.143